1.
{"formula": "C19H33FN3O6P", "method": "ωB97M-V with the def2-TZVPD basis set", "symbols": ["P", "F", "O", "O", "O", "O", "O", "O", "N", "N", "N", "C", "C", "C", "C", "C", "C", "C", "C", "C", "C", "C", "C", "C", "C", "C", "C", "C", "C", "C", "H", "H", "H", "H", "H", "H", "H", "H", "H", "H", "H", "H", "H", "H", "H", "H", "H", "H", "H", "H", "H", "H", "H", "H", "H", "H", "H", "H", "H", "H", "H", "H", "H"], "positions_angstrom": [[0.3014, -2.4461, 1.0933], [-2.3663, -3.6680, 1.1949], [-1.8522, -1.0678, 1.7805], [-0.0100, 0.1272, -0.6248], [-0.3533, -2.3174, -2.0331], [-2.1991, 0.4123, 0.2401], [-2.7405, 0.8916, 2.3426], [0.3319, -3.9794, 0.4205], [-1.8456, -0.6042, -1.7288], [3.0780, -1.6868, 0.3826], [0.6148, 3.3173, 2.3561], [1.6984, 1.6840, -0.0791], [0.2280, -2.6713, 2.9319], [-1.3256, -1.6291, 0.5607], [-1.7627, 0.6556, -2.5224], [-1.1994, -1.6147, -2.4617], [0.5784, 0.7751, 0.5071], [4.0867, -1.8891, -2.0110], [-2.3642, -2.7310, 0.2088], [-2.0233, 5.5345, 2.5823], [-3.7966, -2.2325, 0.0697], [6.2279, -0.6942, -1.3222], [-1.6251, -1.7758, -3.9235], [3.5195, -1.7776, -0.6607], [-1.0195, 5.1520, 1.4895], [-2.8838, 4.3596, 3.0347], [-2.3094, 0.1811, 1.5737], [-1.2447, -0.4275, -0.4002], [5.6164, -1.9415, -1.9510], [-0.0957, 4.1169, 1.9741], [-4.4429, -3.0612, -0.2051], [-2.2809, 3.5669, 3.4785], [-2.6697, 6.3285, 2.2029], [-4.1342, -1.9207, 1.0622], [1.2476, -2.8475, 3.2744], [1.0692, 0.0980, 1.2084], [1.7686, 2.5858, 0.5106], [5.9412, 0.2039, -1.8737], [-3.9037, -1.3761, -0.5853], [-3.6013, 4.6835, 3.7892], [3.7560, -1.0326, -2.6008], [6.0053, -2.0594, -2.9646], [3.6935, -2.7916, -2.4796], [5.9309, -2.8197, -1.3831], [-2.5617, 0.7098, -3.2573], [-2.6711, -1.5134, -4.0529], [7.3165, -0.7600, -1.3261], [-1.7769, 1.5326, -1.8880], [-1.4889, 5.9407, 3.4438], [-3.4411, 3.9342, 2.1983], [2.6409, 1.1513, -0.1350], [-0.3833, -3.5237, 3.2401], [-0.8220, 0.6911, -3.0718], [-0.0982, -1.7597, 3.4229], [0.9275, -4.5304, 0.9397], [-2.0879, -3.2041, -0.7297], [-1.4024, -2.7872, -4.2384], [-1.5396, 4.7718, 0.6087], [-0.4374, 6.0231, 1.1877], [-0.9963, -1.0928, -4.4925], [-0.0958, 1.4245, 1.0585], [5.9124, -0.5743, -0.2847], [1.3616, 1.9555, -1.0817]], "atomic_forces_ev_per_a": [[1.89, 1.12, -0.46], [0.18, -0.55, 0.75], [0.42, 0.53, 0.62], [-0.52, 0.25, 1.25], [1.61, -1.43, 1.44], [0.40, 1.84, -0.35], [-2.28, 3.59, 3.86], [-0.79, 0.32, 0.43], [1.07, -0.17, -0.32], [0.10, 0.24, 1.50], [0.90, -0.95, 0.75], [-1.10, -0.56, -0.08], [-0.56, -0.73, -0.37], [-1.04, -2.79, 1.15], [-0.02, 0.02, -0.23], [-1.55, 0.67, -1.82], [1.97, 1.24, -0.21], [0.14, -0.12, 0.21], [-0.60, 1.16, -1.74], [-0.25, -0.09, 0.17], [-0.07, 0.13, 1.03], [0.05, -0.03, 0.00], [0.03, 0.55, 0.71], [0.44, -0.12, -1.73], [0.02, -0.02, 0.28], [0.00, 0.06, 0.03], [2.28, -4.10, -4.10], [-1.04, -0.52, -0.67], [0.21, 0.15, 0.03], [-1.05, 1.29, -0.70], [-0.01, -0.01, -0.31], [0.00, -0.04, -0.08], [0.10, 0.03, -0.07], [-0.03, 0.04, 0.00], [0.15, -0.03, -0.25], [-0.40, -0.43, -0.16], [0.35, 0.04, 0.12], [0.00, 0.00, 0.02], [0.02, -0.17, -0.30], [-0.01, 0.00, -0.03], [-0.05, 0.01, 0.03], [-0.09, -0.06, -0.01], [-0.10, 0.03, 0.01], [-0.07, -0.04, -0.05], [-0.21, -0.04, 0.18], [-0.05, -0.05, -0.23], [-0.01, 0.03, -0.03], [-0.27, -0.10, 0.21], [0.06, 0.05, -0.08], [0.02, -0.05, 0.03], [0.14, 0.03, -0.02], [-0.17, 0.16, 0.10], [0.09, 0.10, 0.05], [-0.21, 0.08, -0.10], [-0.01, -0.02, -0.01], [0.34, -0.25, 0.14], [-0.08, -0.12, 0.04], [0.03, -0.05, 0.00], [0.06, -0.05, -0.05], [-0.11, 0.02, -0.26], [-0.48, -0.21, -0.23], [-0.06, 0.01, -0.03], [0.22, 0.10, -0.08]], "homo_ev": -7.035, "smiles": "CCO[C@]1(N(C)C(C)=O)OC(=O)O[C@]1([C@H](C)F)P(C)O.CCCC#N.CCCC#N"}

2.
{"formula": "C19H33NO3", "method": "ωB97M-V with the def2-TZVPD basis set", "symbols": ["O", "O", "O", "N", "C", "C", "C", "C", "C", "C", "C", "C", "C", "C", "C", "C", "C", "C", "C", "C", "C", "C", "C", "H", "H", "H", "H", "H", "H", "H", "H", "H", "H", "H", "H", "H", "H", "H", "H", "H", "H", "H", "H", "H", "H", "H", "H", "H", "H", "H", "H", "H", "H", "H", "H", "H"], "positions_angstrom": [[4.9949, -1.4903, -1.6683], [1.3238, 1.6185, 2.1033], [-3.2654, 0.3307, 0.0627], [2.9437, 0.1750, 0.0955], [-2.1653, 2.9348, 0.8333], [-0.5696, 3.5769, -0.9438], [-1.6488, 2.5574, -0.5625], [-0.1132, -1.4698, -0.3552], [-3.1361, -2.2324, 1.5327], [2.7624, -0.2435, 1.4777], [2.5459, 0.9830, 2.3713], [-1.6330, -3.7679, 0.2902], [4.3198, 0.4359, -0.2671], [0.7336, -0.4272, -0.6771], [-1.9533, 0.0514, -0.1894], [0.2183, 0.8568, -0.7727], [2.2109, -0.6367, -0.8708], [-2.3980, -2.4418, 0.1852], [5.2286, -0.7941, -0.4673], [-2.7741, 2.6642, -1.6004], [-1.4671, -1.2636, -0.1224], [-3.3975, -2.6038, -0.9754], [-1.1146, 1.1310, -0.5202], [6.2776, -0.4667, -0.4158], [-1.1216, -4.0072, -0.6388], [-4.1873, -1.9744, 1.4005], [0.2297, 3.6001, -0.2068], [1.1943, 1.5957, 1.1437], [5.1143, -0.8840, -2.4078], [3.3773, 1.6916, 2.2340], [-2.4859, 3.9743, 0.8424], [-2.4020, 2.3890, -2.5856], [-3.0089, 2.3139, 1.1145], [4.3149, 1.0198, -1.1958], [0.3082, -2.4587, -0.2896], [-2.6519, -1.4640, 2.1329], [-3.6985, -0.4580, 0.4028], [3.6148, -0.8231, 1.8587], [-4.0992, -3.4065, -0.7549], [5.0601, -1.5249, 0.3268], [-3.1445, 3.6862, -1.6430], [-3.6006, 2.0104, -1.3458], [2.5195, 0.6830, 3.4223], [-1.3740, 2.8064, 1.5693], [2.4616, -1.7051, -0.8011], [-3.1187, -3.1522, 2.1135], [-3.9650, -1.6988, -1.1776], [-2.3402, -4.5707, 0.4921], [4.7572, 1.0584, 0.5171], [-0.1530, 3.3669, -1.9266], [-1.0175, 4.5681, -0.9781], [0.8978, 1.6446, -1.0521], [-0.9099, -3.7400, 1.1021], [-2.8592, -2.8608, -1.8855], [2.4966, -0.2905, -1.8683], [1.8682, -0.8672, 1.5415]], "atomic_forces_ev_per_a": [[-0.14, -0.15, -0.44], [-0.33, 0.13, -0.16], [-0.20, -0.13, 0.08], [-0.06, -0.05, -0.11], [-0.03, -0.05, -0.09], [-0.16, -0.22, 0.05], [-0.14, 0.20, -0.02], [0.12, 0.25, -0.11], [0.15, -0.02, -0.01], [0.00, 0.40, 0.34], [0.31, -0.30, 0.00], [-0.07, 0.21, -0.05], [0.19, -0.33, -0.02], [0.02, -0.14, -0.07], [0.46, -0.24, -0.06], [-0.17, -0.32, -0.10], [-0.12, 0.07, 0.04], [-0.04, -0.09, -0.10], [0.05, 0.47, 0.32], [0.03, -0.05, 0.11], [-0.18, -0.01, 0.04], [0.09, -0.03, 0.09], [-0.12, 0.08, 0.00], [-0.09, -0.05, 0.08], [0.10, -0.04, -0.07], [-0.14, 0.07, 0.03], [0.17, 0.03, 0.05], [0.02, 0.01, 0.10], [0.01, -0.05, 0.05], [0.01, -0.12, 0.07], [-0.02, 0.16, 0.00], [0.02, 0.00, -0.14], [-0.04, 0.01, 0.09], [0.12, 0.04, 0.04], [0.03, -0.16, 0.03], [-0.03, 0.05, 0.07], [0.00, 0.08, 0.01], [-0.03, -0.07, -0.04], [-0.09, -0.09, 0.01], [0.07, 0.08, 0.03], [-0.03, 0.15, -0.02], [-0.09, 0.00, -0.07], [0.08, 0.00, -0.05], [0.08, 0.03, 0.12], [-0.02, 0.05, -0.10], [-0.09, -0.05, 0.04], [-0.07, 0.08, -0.03], [-0.07, -0.04, 0.03], [0.05, 0.06, -0.07], [0.11, 0.00, -0.10], [-0.05, 0.07, 0.01], [0.07, 0.20, 0.00], [0.11, -0.05, 0.08], [0.02, -0.02, -0.10], [0.06, -0.11, 0.02], [0.07, -0.02, 0.06]], "homo_ev": -8.138, "smiles": "CC(C)(C)c1cc(CN(CCO)CCO)cc(C(C)(C)C)c1O", "e_above_lowest_kj_mol": 40.1}

3.
{"formula": "C19H33NO6P2", "method": "ωB97M-V with the def2-TZVPD basis set", "symbols": ["P", "P", "O", "O", "O", "O", "O", "O", "N", "C", "C", "C", "C", "C", "C", "C", "C", "C", "C", "C", "C", "C", "C", "C", "C", "C", "C", "C", "H", "H", "H", "H", "H", "H", "H", "H", "H", "H", "H", "H", "H", "H", "H", "H", "H", "H", "H", "H", "H", "H", "H", "H", "H", "H", "H", "H", "H", "H", "H", "H", "H"], "positions_angstrom": [[5.1258, -2.2886, 2.4570], [4.9553, -0.1256, 2.2046], [6.0711, -2.5635, 3.5332], [5.6208, 0.2011, -0.4367], [5.5509, -2.9787, 1.0851], [3.6657, -2.9204, 2.7876], [6.4910, 1.6181, -1.9360], [5.3897, 2.3670, -0.1294], [-3.5644, 2.3470, 1.0250], [-2.0759, 3.8100, 0.1842], [-4.8659, 1.7720, 1.3143], [4.4952, 0.2675, 0.4338], [4.2337, 1.8107, 0.4637], [-4.3540, -0.7436, 1.2292], [5.9060, 1.4054, -0.9497], [-3.6768, -1.9095, -0.9408], [0.6498, -0.2356, -2.5972], [-2.3164, 1.9362, 1.4327], [-0.5724, -0.3668, -1.6616], [1.8106, 0.5465, -1.9247], [-2.1854, -2.0972, -0.6635], [3.0646, -0.3121, -1.6362], [-3.4136, 3.4796, 0.2724], [-5.1214, 0.4361, 0.6387], [-4.4964, -1.9904, 0.3507], [3.3379, -0.5258, -0.1345], [-1.3833, 2.8122, 0.9202], [-1.3086, -1.6956, -1.8646], [4.2454, 2.1583, 1.4988], [-4.8342, -0.9840, 2.1788], [-1.6701, 4.6582, -0.3312], [-5.5538, -2.0578, 0.0866], [3.5481, -1.5817, 0.0288], [-0.2327, -0.3267, -0.6289], [-4.0493, -2.6718, -1.6219], [-0.3128, 2.7899, 1.0193], [3.7582, 0.1789, 2.8863], [-6.1820, 0.2162, 0.7704], [-1.8945, -1.4767, 0.1802], [2.4203, -0.3250, 0.4149], [-5.0539, 1.7094, 2.3847], [1.4276, 1.0106, -1.0190], [-4.2611, -2.8954, 0.9056], [-1.8919, -1.6284, -2.7832], [-0.5752, -2.4846, -2.0221], [0.3852, 0.2939, -3.5081], [3.9185, 0.0922, -2.1692], [-2.0078, -3.1420, -0.4203], [-2.1491, 1.0768, 2.0518], [-4.9731, 0.5119, -0.4358], [4.7782, -3.4276, 0.7116], [-4.2509, 3.9902, -0.1674], [0.9722, -1.2307, -2.8923], [-5.5991, 2.4762, 0.9323], [-1.2326, 0.4738, -1.8635], [-3.8042, -0.9384, -1.4156], [-3.3130, -0.5150, 1.4282], [2.8858, -1.2939, -2.0635], [3.0743, -2.1869, 2.9956], [2.0988, 1.3412, -2.6084], [3.2953, 2.1327, 0.0185]], "atomic_forces_ev_per_a": [[0.06, -0.71, 1.10], [1.44, 0.35, -0.10], [0.26, 0.33, 0.03], [-0.02, -1.26, 0.10], [-0.68, 0.08, -0.08], [0.09, 0.45, -0.68], [1.16, 0.08, -1.26], [-0.48, 0.00, -0.78], [0.30, 0.32, 0.00], [-0.74, -0.74, 0.34], [-0.15, -0.07, -0.33], [-0.96, 1.03, 0.22], [0.32, -0.19, 1.47], [-0.56, -0.46, 0.01], [-0.69, 0.65, 1.28], [0.19, -0.16, 0.77], [-0.02, 0.49, 0.67], [0.30, 0.34, -0.23], [0.31, -0.56, -0.76], [0.11, -0.33, -0.80], [-0.29, 0.11, -0.92], [-0.71, 0.09, 0.31], [0.56, 0.37, -0.22], [-0.02, -0.21, 0.29], [-0.21, 0.61, -0.41], [0.20, -0.51, -0.64], [-0.17, 0.25, -0.18], [0.06, 0.09, 0.29], [-0.25, 0.15, 0.00], [0.21, 0.11, 0.29], [0.10, 0.09, -0.10], [-0.13, -0.15, 0.01], [0.06, -0.09, 0.04], [0.01, 0.16, 0.17], [0.15, -0.03, -0.26], [0.08, -0.25, 0.25], [-0.29, -0.32, -0.29], [-0.15, 0.00, -0.04], [0.04, -0.08, 0.26], [0.02, 0.19, 0.30], [0.27, -0.09, 0.19], [0.05, 0.15, 0.13], [0.19, -0.11, 0.06], [-0.15, -0.17, -0.06], [0.19, -0.01, -0.10], [-0.23, -0.10, -0.17], [0.24, 0.00, 0.11], [0.06, -0.10, 0.24], [-0.18, -0.09, 0.11], [0.21, 0.19, -0.11], [0.22, -0.05, -0.25], [-0.23, -0.08, 0.08], [0.19, -0.10, -0.05], [-0.03, 0.20, -0.02], [-0.19, 0.14, 0.40], [-0.20, 0.10, -0.11], [0.12, 0.05, -0.06], [0.12, -0.14, -0.15], [-0.28, -0.24, 0.07], [0.04, 0.26, 0.10], [0.09, -0.06, -0.50]], "homo_ev": -8.506, "smiles": "O=C1OC[C@](CCCCCCCCCCCCn2cccc2)(PP(=O)(O)O)O1"}

| no. | HOMO-LUMO gap (eV) |
| --- | --- |
| 1 | 7.6321 |
| 2 | 8.8452 |
| 3 | 8.4343 |